{
  "formula": "C4H9S",
  "method": "ωB97M-V/def2-TZVPD",
  "symbols": ["C", "S", "H", "H", "H", "C", "C", "C", "H", "H", "H", "H", "H", "H"],
  "positions_angstrom": [[-1.671236, -3.485355, -5.810047], [-2.818487, -4.772714, -5.228129], [-0.797349, -3.864613, -6.352944], [-2.209002, -2.837683, -6.508210], [-1.318654, -2.910373, -4.953961], [0.555575, 2.710466, 2.466858], [0.721574, 1.885699, 3.709322], [1.744776, 1.063060, 3.879237], [-0.020615, 2.142636, 1.725703], [-0.070960, 3.587812, 2.632102], [1.490331, 2.920035, 1.952190], [0.100640, 2.192063, 4.542790], [1.694201, 0.382517, 4.724287], [2.599211, 0.986456, 3.220796]],
  "forces_ev_per_angstrom": [[-0.2, 0.0, -0.1], [0.0, -0.3, 0.0], [0.0, -0.1, 0.1], [0.2, 0.3, 0.1], [0.1, 0.3, -0.1], [-0.7, -0.3, -0.4], [0.9, 1.3, -0.5], [-0.5, -0.6, 0.8], [0.0, -0.1, 0.1], [0.5, 0.3, 0.1], [0.1, 0.3, 0.2], [-0.5, -0.8, 0.0], [0.5, 0.3, 0.2], [-0.3, -0.2, -0.4]],
  "charge": -1,
  "energy_ev": -15128.5192,
  "lumo_energy_ev": 2.59,
  "spin_multiplicity": 1
}